# 1
19
Properties=species:S:1:pos:R:3:lowdin_charge:R:1 method="wB97M-V/def2-TZVPD" orbital_gap_ev="2.867 / 9.407" lumo_ev="4.035 / 3.957" charge=-1 e_above_lowest_kj_mol=162.8 multiplicity=2
C -0.79 0.52 0.53 -0.48
C -0.96 -0.53 -0.52 -0.28
C -0.81 -0.09 -1.93 -0.34
N 0.46 0.71 -2.16 -0.04
N 0.52 0.58 1.11 -0.08
C 0.88 -0.59 1.91 -0.41
O 2.20 -1.06 1.53 -0.12
H -0.96 1.41 -0.07 0.04
H -1.56 0.61 1.27 0.02
H -0.30 -1.36 -0.31 0.09
H -2.06 -0.84 -0.51 0.10
H -0.48 -1.09 -2.45 0.11
H -1.70 0.44 -2.37 0.10
H 1.05 0.40 -1.38 0.03
H 0.27 1.69 -2.03 0.01
H 0.72 1.41 1.77 0.03
H 0.94 -0.32 2.92 0.04
H 0.20 -1.46 1.86 0.11
H 2.38 -0.43 0.82 0.06



# 2
31
Properties=species:S:1:pos:R:3:lowdin_charge:R:1 method="wB97M-V/def2-TZVPD" orbital_gap_ev=2.167 lumo_ev=-3.876
C 0.74 -0.21 -1.23 -0.37
C -0.50 -0.93 -1.49 -0.73
Cl -1.97 -0.18 -0.76 0.62
C -0.66 -2.02 -2.19 -0.74
C 0.53 -2.69 -2.83 -0.12
Cl -2.23 -2.74 -2.43 0.66
H 1.53 -0.89 -0.77 0.00
H 1.12 0.21 -2.24 -0.15
H 1.45 -2.43 -2.32 0.06
H 0.39 -3.77 -2.88 0.07
H 0.63 -2.24 -3.83 0.04
N -1.43 2.83 -0.45 0.27
H -2.16 3.53 -0.52 0.15
H -0.94 2.93 0.44 0.11
H -1.86 1.87 -0.50 0.00
H -0.77 2.93 -1.22 0.14
K 2.54 1.00 -0.11 0.83
O 6.25 1.32 -1.75 -0.06
H 6.60 2.08 -2.22 0.04
H 6.89 0.62 -1.91 0.04
C -1.45 -0.57 3.66 -0.51
C -0.60 -0.59 2.50 -0.38
N 0.09 -0.48 1.58 0.15
H -2.13 -1.47 3.71 -0.11
H -0.82 -0.54 4.62 -0.25
H -2.09 0.35 3.67 -0.16
Cl 1.75 0.27 -4.13 -0.29
Al -0.43 0.17 6.00 0.96
Br -3.14 -1.74 2.14 0.08
Br -2.67 2.23 3.33 0.26
F -4.62 1.30 4.22 -0.61



Please write out number 2 again, unchanged.
31
Properties=species:S:1:pos:R:3:lowdin_charge:R:1 method="wB97M-V/def2-TZVPD" orbital_gap_ev=2.167 lumo_ev=-3.876
C 0.74 -0.21 -1.23 -0.37
C -0.50 -0.93 -1.49 -0.73
Cl -1.97 -0.18 -0.76 0.62
C -0.66 -2.02 -2.19 -0.74
C 0.53 -2.69 -2.83 -0.12
Cl -2.23 -2.74 -2.43 0.66
H 1.53 -0.89 -0.77 0.00
H 1.12 0.21 -2.24 -0.15
H 1.45 -2.43 -2.32 0.06
H 0.39 -3.77 -2.88 0.07
H 0.63 -2.24 -3.83 0.04
N -1.43 2.83 -0.45 0.27
H -2.16 3.53 -0.52 0.15
H -0.94 2.93 0.44 0.11
H -1.86 1.87 -0.50 0.00
H -0.77 2.93 -1.22 0.14
K 2.54 1.00 -0.11 0.83
O 6.25 1.32 -1.75 -0.06
H 6.60 2.08 -2.22 0.04
H 6.89 0.62 -1.91 0.04
C -1.45 -0.57 3.66 -0.51
C -0.60 -0.59 2.50 -0.38
N 0.09 -0.48 1.58 0.15
H -2.13 -1.47 3.71 -0.11
H -0.82 -0.54 4.62 -0.25
H -2.09 0.35 3.67 -0.16
Cl 1.75 0.27 -4.13 -0.29
Al -0.43 0.17 6.00 0.96
Br -3.14 -1.74 2.14 0.08
Br -2.67 2.23 3.33 0.26
F -4.62 1.30 4.22 -0.61